ORCA calculation (ωB97M-V with the def2-TZVPD basis set) on a cluster of 2 separate species, C16H28BBrNO8 in total in a non-equilibrium geometry.

Geometry as XYZ:
```
55
Properties=species:S:1:pos:R:3:nbo_charge:R:1
C 4.11762 0.68536 1.19371 -0.6028
C 2.81191 0.16943 0.56198 -0.4124
C 3.04818 -0.42209 -0.83005 -0.4228
C 1.83460 -0.43907 -1.75751 0.2965
C 2.32708 -0.88917 -3.15159 -0.5562
C 1.61578 -0.43600 -4.40406 0.5488
O 1.02810 -1.13777 -5.15267 -0.5090
Br 1.84701 1.43326 -4.84306 -0.0209
O 1.31731 0.89962 -1.82607 -0.5350
C 0.05612 0.91971 -1.30610 0.9886
O -0.75238 1.74306 -1.55128 -0.5402
O -0.09980 -0.16943 -0.52030 -0.4982
C 0.60481 -1.23947 -1.19587 -0.1104
C -0.34094 -1.78411 -2.27562 -0.4248
C -1.72026 -2.19756 -1.75198 -0.4095
C -2.62208 -1.07773 -1.24034 -0.0751
O -2.57539 -1.15795 0.17785 -0.5366
C -3.27155 -0.29402 0.96818 0.8223
C -3.35619 1.13370 0.54071 -0.8107
O -3.66626 -0.69833 2.02796 -0.5988
B 0.91355 -2.40057 -0.13051 1.0898
N 1.92848 -3.37620 -0.37542 -1.0909
O 0.12685 -2.50389 0.99074 -0.9197
H 4.24036 0.31261 2.21159 0.2082
H 4.99543 0.36049 0.62942 0.1893
H 4.12382 1.77358 1.25487 0.2183
H 2.08356 0.97793 0.52031 0.2438
H 2.40256 -0.60174 1.22134 0.1925
H 3.42274 -1.44227 -0.70938 0.2258
H 3.84187 0.14171 -1.33187 0.2024
H 2.28512 -1.98050 -3.19498 0.2329
H 3.37085 -0.58926 -3.26608 0.2502
H -0.47276 -1.02367 -3.05305 0.2094
H 0.11107 -2.65401 -2.76466 0.2084
H -1.65295 -2.93633 -0.94827 0.2307
H -2.21430 -2.69454 -2.59278 0.2033
H -2.29392 -0.10341 -1.61318 0.2019
H -3.65314 -1.24326 -1.57162 0.1686
H -2.38581 1.63220 0.79056 0.3566
H -4.10848 1.61127 1.16379 0.2283
H -3.61254 1.26266 -0.51238 0.2031
H 2.04952 -3.66973 -1.33636 0.3791
H 1.80127 -4.20386 0.19536 0.3931
H 0.31425 -1.92558 1.73503 0.5266
C -1.43806 3.97210 3.68767 -0.6289
C -1.89821 2.71699 2.91403 0.1325
C -2.11012 1.55620 3.91433 -0.6480
O -1.05034 2.37845 1.91988 -0.9524
H -0.46198 3.77293 4.14279 0.1803
H -1.33316 4.81244 2.99690 0.1907
H -2.14168 4.26261 4.48003 0.1645
H -2.93721 2.97073 2.55096 0.0587
H -1.15967 1.31116 4.40149 0.1738
H -2.43707 0.70185 3.32422 0.2197
H -2.85362 1.77950 4.69129 0.1649
```

As for the orbital gap: 4.862 eV. The total energy is -3882.1223 a.u. The net charge is -1. The HOMO energy is -2.9 eV.